Here is C25H33N3O2PSTl as an isolated structure from the OMol25 dataset. Energies are from wB97M-V/def2-TZVPD.

E_tot   -59831.478 eV
Orbital gap   7.5 eV
ΔE to the lowest compared entry with this formula, charge and spin   0.0 kJ/mol
HOMO level   -12.96 eV

ORCA input file:
```
! wB97M-V def2-TZVPD RIJCOSX def2/J DEFGRID3
* xyz 2 1
Tl -0.89515 -0.46865 0.33195
C -1.86144 -0.21778 2.85892
C -0.49554 0.14847 2.37448
C 0.36019 -1.02024 2.75307
C -0.43407 -1.96836 3.31748
C -1.80673 -1.47463 3.37767
C -2.94007 -2.27043 3.93875
C -0.03319 -3.30411 3.85337
C 1.85333 -0.99904 2.65018
C 0.03979 1.54166 2.60318
C -3.05484 0.69081 2.79094
H -3.24313 -3.06611 3.25265
H -3.81361 -1.64944 4.12637
H -2.65895 -2.75087 4.87630
H -0.65564 -4.10077 3.44166
H -0.15972 -3.33735 4.93739
H 1.00844 -3.54083 3.64076
H 2.18124 -0.42295 1.77933
H 2.25724 -2.01656 2.62372
H 2.30390 -0.51418 3.52020
H 0.99716 1.69455 2.10961
H 0.17141 1.69413 3.67799
H -0.65519 2.30450 2.25069
H -3.71112 0.47558 1.94394
H -2.75874 1.73775 2.72006
H -3.66125 0.59048 3.69026
S -1.17588 1.28351 -4.10625
C -0.67064 2.70946 -3.25240
C -0.27358 3.94795 -3.76167
C 0.07833 4.93626 -2.85926
C 0.02873 4.70325 -1.47621
C -0.36367 3.47797 -0.97318
C -0.71388 2.46817 -1.87219
N -1.11530 1.18792 -1.53845
C -1.39175 0.47311 -2.58884
C -1.81861 -0.92929 -2.50307
C -2.36112 -1.58702 -3.60225
C -2.77324 -2.90570 -3.48515
C -2.64563 -3.56829 -2.27505
C -2.10332 -2.91582 -1.17143
C -1.68401 -1.60022 -1.28426
H -0.26003 4.13613 -4.82697
H 0.37294 5.91018 -3.22603
H 0.29474 5.50076 -0.79531
H -0.39784 3.29115 0.09183
H -2.48768 -1.07043 -4.54635
H -3.20414 -3.41130 -4.33819
H -2.97416 -4.59499 -2.18374
H -2.01598 -3.44960 -0.23365
N 3.39324 -2.11806 -0.22842
C 3.91651 -0.75849 -0.59773
P 2.41606 0.24253 -1.07445
O 2.10503 1.27547 -0.04627
O 1.44014 -0.83394 -1.44810
C 2.97499 1.23739 -2.54050
N 2.52309 2.64694 -2.30504
H 4.05863 -2.86924 -0.40816
H 2.52151 -2.23737 -0.78857
H 3.12141 -2.14735 0.75804
H 4.59698 -0.88817 -1.43734
H 4.45704 -0.33587 0.24580
H 2.56945 0.87672 -3.48301
H 4.06223 1.23559 -2.59946
H 1.59453 2.82160 -2.71400
H 3.16453 3.34137 -2.68557
H 2.40604 2.76204 -1.28007
*
```

Here is one molecule with the formula C25H33NO5 from the OMol25 dataset. Energies are from wB97M-V/def2-TZVPD.

E_tot   -38188.155 eV
Orbital gap   9.1 eV
ΔE to the lowest compared entry with this formula, charge and spin   37.5 kJ/mol
HOMO level   -8.41 eV

ORCA input file:
```
! wB97M-V def2-TZVPD RIJCOSX def2/J DEFGRID3
* xyz 0 1
C 1.75759 3.38070 -2.20522
C 2.62409 2.13014 -2.21458
H 2.67757 1.69416 -3.21436
H 3.63096 2.36625 -1.85413
O 2.06418 1.10446 -1.39147
C 2.33022 1.16146 -0.08278
O 3.04084 1.99917 0.41105
C 1.70395 0.01095 0.69946
C 1.31124 0.53085 2.08953
C 0.14198 1.50598 2.00176
N -1.00146 0.85633 1.39392
C -0.68593 0.46319 0.03449
C 0.45240 -0.55298 0.02275
H 0.66553 -0.83690 -1.00684
H 0.13339 -1.43884 0.57395
H -1.57875 0.01319 -0.40647
H -0.40693 1.33987 -0.57925
C -2.19891 1.67654 1.45005
C -3.41748 0.88430 1.06210
C -4.35906 1.38436 0.17952
C -5.48703 0.65356 -0.16151
C -5.68263 -0.60882 0.38235
C -4.73296 -1.12137 1.26853
C -3.62100 -0.38208 1.60344
H -2.88524 -0.78054 2.28425
H -4.89829 -2.10387 1.68154
O -6.74754 -1.42210 0.11886
C -7.74895 -0.96398 -0.75826
C -8.82503 -2.05315 -0.83153
O -9.86195 -1.71817 -1.71579
H -9.50653 -1.64651 -2.60906
H -8.34971 -3.00310 -1.11021
H -9.28877 -2.17315 0.14917
H -7.33119 -0.78708 -1.76248
H -8.19629 -0.02900 -0.39472
H -6.19851 1.08138 -0.85038
H -4.22064 2.36462 -0.25467
H -2.31480 2.01858 2.48449
H -2.11379 2.57310 0.80827
H -0.13571 1.82652 3.00934
H 0.45165 2.40290 1.43332
H 2.16528 1.03147 2.54703
H 1.01876 -0.31409 2.71352
C 2.80364 -1.05780 0.86070
C 3.24573 -1.71245 -0.45362
O 4.40491 -2.49893 -0.28760
C 5.62615 -1.89387 -0.20998
C 6.70737 -2.76011 -0.03798
C 7.99383 -2.26931 0.03521
C 8.22842 -0.90636 -0.06172
C 7.16039 -0.04608 -0.23015
C 5.86295 -0.52692 -0.30403
H 5.05622 0.17822 -0.42630
H 7.32827 1.01857 -0.30200
H 9.23484 -0.52062 -0.00398
H 8.81909 -2.95312 0.16842
H 6.50599 -3.81744 0.03354
H 2.48565 -2.41836 -0.79831
H 3.39899 -0.96332 -1.23885
H 2.44357 -1.83910 1.53286
H 3.67226 -0.59264 1.33357
H 0.74564 3.14005 -2.52344
H 1.72542 3.80164 -1.20299
H 2.17607 4.11967 -2.88235
*
```

Here is C25H33O2PtS as an isolated structure from the OMol25 dataset. Energies are from wB97M-V/def2-TZVPD.

E_tot   -44632.704 eV
<S²>   2.02
Orbital gap (spin up / spin down)   5.0 / 5.6 eV
ΔE to the lowest compared entry with this formula, charge and spin   7.4 kJ/mol
HOMO level (spin up / spin down)   -2.56 / -3.17 eV

ORCA input file:
```
! wB97M-V def2-TZVPD RIJCOSX def2/J DEFGRID3
* xyz -1 3
O -1.06015 -0.77646 -1.95186
C -1.65017 0.44857 -2.63426
C -0.91866 0.18469 -3.93555
H -1.38711 1.36040 -2.08365
H -2.73602 0.27859 -2.69552
C -0.56084 -1.17439 -3.32855
H -0.04892 0.82948 -4.09352
H -1.56307 0.15452 -4.81640
C 0.88155 -1.57946 -3.33640
H 1.51803 -0.77726 -2.93973
H 1.18894 -1.76435 -4.37348
H 1.03690 -2.50799 -2.77822
C -1.50505 -2.19325 -3.94133
H -2.47080 -1.72131 -4.17456
H -1.70004 -3.04566 -3.28052
H -1.07907 -2.59136 -4.87459
Pt -0.32953 -0.45254 0.03911
C -3.27913 -1.10943 2.78492
C -3.16465 0.32201 2.93439
C -2.74331 0.85638 1.71772
H -3.36841 0.88305 3.83995
C -2.64987 -0.20701 0.73338
C -3.04349 -1.42804 1.43693
H -3.04990 -2.40968 0.95510
H -3.52605 -1.79955 3.58787
H -2.50385 1.89837 1.49936
H -2.85184 -0.05380 -0.32525
C 0.61051 -2.52547 2.30647
C -0.26468 -3.35668 1.55413
C -0.09973 -3.09919 0.18156
H -0.90034 -4.13111 1.97703
C 0.98070 -2.10681 0.02945
C 1.37654 -1.75526 1.41491
H 2.26210 -1.15830 1.63975
H 0.73223 -2.55065 3.38659
H -0.55569 -3.62928 -0.66101
H 1.66281 -2.03086 -0.81337
O 3.17209 1.69063 -3.33230
C 3.54280 1.36724 -1.97596
C 2.57512 2.03804 -1.01047
H 4.59155 1.64552 -1.74811
H 3.48485 0.27592 -1.88237
C 1.74326 3.03839 -1.85209
H 3.04420 2.48788 -0.13652
H 1.90996 1.23586 -0.64502
C 2.23079 2.79862 -3.29381
H 1.93397 4.07558 -1.53798
H 0.67270 2.83618 -1.74262
H 2.73415 3.71513 -3.63355
H 1.40121 2.58917 -3.99942
S 0.36837 1.36858 1.24933
C 0.38428 1.30065 2.97515
C 1.31931 0.53681 3.70117
C 1.25427 0.48444 5.08001
C 0.22471 1.15164 5.75588
C -0.68347 1.94880 5.04731
C -0.58128 2.05831 3.67652
H 2.07130 -0.04423 3.17107
H 2.01145 -0.07515 5.63259
H 0.13633 1.06241 6.83415
H -1.47486 2.48767 5.57292
H -1.30701 2.64499 3.11323
*
```

Here is C25H33O2PtSe as an isolated structure from the OMol25 dataset. Energies are from wB97M-V/def2-TZVPD.

E_tot   -99135.356 eV
<S²>   6.04
Orbital gap (spin up / spin down)   7.8 / 5.3 eV
HOMO level (spin up / spin down)   -10.00 / -11.28 eV

ORCA input file:
```
! wB97M-V def2-TZVPD RIJCOSX def2/J DEFGRID3
* xyz 1 5
O -2.02314 2.31135 -2.52388
C -2.95804 3.43197 -2.46365
C -3.40352 3.15563 -3.91222
H -2.43657 4.39441 -2.31713
H -3.72449 3.26114 -1.69836
C -2.17007 2.19987 -3.95929
H -3.42125 4.01926 -4.59080
H -4.35737 2.59739 -3.93579
C -0.96583 2.79281 -4.66446
H -0.99391 3.89164 -4.61769
H -0.92712 2.46974 -5.71512
H -0.03663 2.46986 -4.17074
C -2.40572 0.75426 -4.34746
H -3.14708 0.28536 -3.69130
H -1.46135 0.21157 -4.22247
H -2.72080 0.72102 -5.39814
Pt 1.10184 2.01415 1.05578
C -1.23458 -0.17700 0.64072
C -0.55658 0.45661 1.71245
C -0.98884 1.87758 1.74539
H -0.07864 -0.06521 2.53175
C -2.04702 1.97724 0.72527
C -2.18633 0.74167 0.09120
H -2.94838 0.47385 -0.64359
H -1.11231 -1.21931 0.33412
H -0.97072 2.47140 2.66158
H -2.71917 2.81747 0.58557
C 2.67402 -0.34374 -0.22239
C 1.40418 -0.21780 -0.81013
C 1.11979 1.17586 -1.05801
H 0.77415 -1.04760 -1.10633
C 2.34221 1.92726 -0.64876
C 3.22849 0.94874 -0.00796
H 4.18479 1.21868 0.42454
H 3.17382 -1.30064 -0.04904
H 0.33387 1.58462 -1.68061
H 2.63071 2.88283 -1.05757
O 0.67262 4.33758 -1.53167
C 0.45157 5.55482 -2.31449
C 0.75679 6.79827 -1.46471
H -0.59697 5.58814 -2.67957
H 1.07097 5.54182 -3.22776
C 1.24670 6.22820 -0.12891
H -0.14324 7.38954 -1.29313
H 1.49148 7.46860 -1.90985
C 0.80758 4.76200 -0.17617
H 0.83586 6.69628 0.76883
H 2.34384 6.24458 -0.06003
H -0.17322 4.60268 0.30466
H 1.54886 4.09933 0.33315
Se 2.21097 2.21940 3.19367
C 1.99512 0.44986 3.79101
C 2.57813 -0.65670 3.14214
C 2.18229 -1.94981 3.47510
C 1.37517 -2.18216 4.59221
C 0.84200 -1.08865 5.29483
C 1.12163 0.21461 4.87828
H 3.27409 -0.46579 2.33174
H 2.55522 -2.78228 2.87790
H 1.22104 -3.20109 4.96088
H 0.23175 -1.22947 6.18259
H 0.64809 1.08038 5.34168
*
```